Entry 1:
ORCA calculation (ωB97M-V/def2-TZVPD) on a cluster of 2 separate species, C7H10Si in total.

Geometry as ORCA input:
```
! wB97M-V def2-TZVPD RIJCOSX def2/J DEFGRID3
* xyz 0 1
C -1.4526 1.6356 0.0601
C -0.6053 0.6232 -0.2093
Si 0.9604 -0.1177 0.3037
C 1.1808 -1.8374 0.9528
C 2.7350 0.5305 0.1339
C 3.4896 0.4297 -0.9562
H -2.3373 1.8754 -0.3790
H -1.1561 2.3901 0.8712
H 1.2807 -1.7408 2.0520
H 0.3163 -2.5310 0.7711
H 2.0636 -2.1992 0.3425
H 3.0567 1.0917 1.0447
H 4.3926 1.0076 -0.9654
H 3.0690 -0.0686 -1.8854
C -4.4578 0.8839 -0.2098
C -4.1954 -0.2392 -0.5721
H -4.6016 1.6485 0.5596
H -4.1988 -0.9273 -1.3440
*
```

Values from the calculation:
E_LUMO (alpha / beta)   0.35 / 0.35 eV
ΔE to the lowest compared entry with this formula, charge and spin   4.397 eV
HOMO energy (alpha / beta)   -7.3891 / -7.3911 eV
DFT total energy   -15291.5761 eV
Kohn-Sham gap (alpha / beta)   7.7 / 7.7 eV
SMILES   C=C=[Si](C)C=C.C#C

Entry 2:
ORCA calculation (ωB97M-V/def2-TZVPD) on the ion C5H9N2O with charge +1.

Geometry as ORCA input:
```
! wB97M-V def2-TZVPD RIJCOSX def2/J DEFGRID3
* xyz 1 1
C -2.7398 0.9636 -0.1212
N -1.9322 -0.1317 0.3103
C -0.8230 -0.3204 -0.2241
N -0.1630 -1.5088 0.1824
C 1.1557 -1.7427 0.0375
C 1.9955 -0.6805 -0.2899
C 1.9102 0.4988 0.3249
O 2.6626 1.4786 -0.0327
H -3.2507 0.6696 -1.0697
H -3.5389 1.1596 0.6440
H -2.1274 1.8254 -0.2367
H -0.3637 0.3306 -0.8590
H -0.8221 -2.0930 0.6722
H 1.4858 -2.8272 0.1472
H 2.7658 -0.6443 -1.0189
H 1.1828 0.7275 1.0663
H 2.6023 2.2950 0.4672
*
```

Values from the calculation:
E_LUMO   -5.20 eV
ΔE to the lowest compared entry with this formula, charge and spin   2.698 eV
HOMO energy   -13.9446 eV
DFT total energy   -10349.9225 eV
Kohn-Sham gap   8.7 eV
SMILES   C/N=C/[NH+]=C\C=C\O

Entry 3:
ORCA calculation (ωB97M-V/def2-TZVPD) on a cluster of 11 separate species, H22O11 in total.

Geometry as ORCA input:
```
! wB97M-V def2-TZVPD RIJCOSX def2/J DEFGRID3
* xyz 0 1
O -0.7637 -0.4540 -2.4199
H -1.5215 -0.3759 -2.9994
H -0.3153 0.3882 -2.4965
O -1.0158 1.6935 2.5662
H -0.5771 2.4937 2.8551
H -0.4433 1.3380 1.8863
O 2.5637 0.2638 -1.1862
H 3.3274 0.3510 -0.6157
H 2.8603 -0.3016 -1.8994
O -2.9923 1.1084 -0.1740
H -3.5084 0.9897 0.6234
H -2.3184 0.4303 -0.1269
O 2.0648 3.0264 0.6688
H 1.1797 3.2162 0.3577
H 2.5582 2.8172 -0.1243
O -2.8265 -1.3813 0.9640
H -2.0147 -1.8853 0.9062
H -3.0332 -1.3656 1.8985
O 0.9925 -0.5439 3.8980
H 0.4169 -0.3207 3.1664
H 0.4510 -1.0846 4.4730
O 0.4912 -2.6873 -2.4692
H -0.0343 -1.8887 -2.4221
H 1.3860 -2.3778 -2.6100
O -0.6221 -2.6723 0.7176
H 0.2189 -2.5904 1.1672
H -0.7583 -3.6160 0.6334
O 0.6782 1.8886 -2.2734
H 1.3127 1.2648 -1.9205
H 1.1243 2.2883 -3.0200
O 0.1542 0.2014 0.2415
H 0.9337 0.4926 -0.2315
H 0.0314 -0.7069 -0.0345
*
```

Values from the calculation:
E_LUMO   -0.52 eV
ΔE to the lowest compared entry with this formula, charge and spin   1.770 eV
HOMO energy   -9.7766 eV
DFT total energy   -22879.7437 eV
Kohn-Sham gap   9.3 eV
SMILES   O.O.O.O.O.O.O.O.O.O.O

Entry 4:
ORCA calculation (ωB97M-V/def2-TZVPD) on a cluster of 9 separate species, C6H27O10 in total.

Geometry as ORCA input:
```
! wB97M-V def2-TZVPD RIJCOSX def2/J DEFGRID3
* xyz -1 1
O 0.1869 -1.4946 1.1655
C 0.8966 -0.5905 0.6542
O 1.9734 -0.0614 1.0142
C 0.4284 -0.3025 -0.8215
C -0.7164 0.6367 -1.0255
C -1.0290 1.0224 -2.5076
C -0.6210 2.4871 -2.6552
C -2.5570 0.8952 -2.6511
H 1.3156 -0.0119 -1.4002
H 0.2532 -1.3288 -1.1664
H -1.6468 0.2965 -0.5882
H -0.5666 1.5425 -0.4440
H -0.5621 0.3356 -3.2121
H -0.6042 2.9082 -3.6767
H 0.4186 2.6479 -2.3664
H -1.3556 3.1294 -2.1794
H -2.8688 0.7163 -3.6795
H -2.9036 -0.0143 -2.1604
H -3.1558 1.6757 -2.1858
H -0.3106 1.9495 1.6064
H -0.9609 1.1330 2.7544
O -1.1156 1.4842 1.8719
H 3.6992 0.1612 2.9426
H 2.2620 0.2199 3.0373
O 3.0378 0.4788 3.5710
H 0.8171 -4.4273 1.0693
H 0.7053 -3.0993 0.2161
O 0.4842 -4.0384 0.2642
H -0.8066 -4.0847 -0.9729
H -1.5411 -3.1633 -2.1226
O -1.4283 -4.0192 -1.7179
H 1.4884 -1.2377 4.2928
H 0.3407 -1.7788 3.5218
O 0.5312 -1.3526 4.3715
H 1.6268 2.8567 -0.1907
H 1.9150 1.6241 0.7654
O 1.7732 2.5993 0.7211
H 2.4684 -2.8328 0.9331
H 2.6110 -3.5225 2.2040
O 3.0268 -3.5131 1.3311
H -3.0412 3.2405 -0.7364
H -2.1803 3.1516 0.4797
O -2.2883 3.6813 -0.3268
*
```

Values from the calculation:
E_LUMO   2.88 eV
ΔE to the lowest compared entry with this formula, charge and spin   0.000 eV
HOMO energy   -6.1870 eV
DFT total energy   -27137.9715 eV
Kohn-Sham gap   9.1 eV

Entry 5:
ORCA calculation (ωB97M-V/def2-TZVPD) on the molecule C4H3NO2.

Geometry as ORCA input:
```
! wB97M-V def2-TZVPD RIJCOSX def2/J DEFGRID3
* xyz 0 1
O -1.6402 2.2222 -0.0640
C -0.4773 1.9369 0.0939
C 0.0388 0.5688 -0.1186
N 1.2309 0.0705 0.0285
C 1.0184 -1.2955 0.0198
C -0.3093 -1.5318 -0.1194
O -0.9405 -0.3508 -0.2230
H 0.2673 2.6308 0.5030
H 1.8109 -2.0235 0.1176
H -0.9306 -2.4099 -0.1557
*
```

Values from the calculation:
E_LUMO   -0.19 eV
ΔE to the lowest compared entry with this formula, charge and spin   1.166 eV
HOMO energy   -9.9355 eV
DFT total energy   -9780.5207 eV
Kohn-Sham gap   9.7 eV
SMILES   O=Cc1ncco1

Entry 6:
ORCA calculation (ωB97M-V/def2-TZVPD) on the molecule C4H5NO2.

Geometry as ORCA input:
```
! wB97M-V def2-TZVPD RIJCOSX def2/J DEFGRID3
* xyz 0 1
N -2.2134 -0.3544 -0.4867
C -0.9079 -0.0951 -0.1804
C 0.2144 -0.9552 -0.0341
C 1.2848 0.0611 -0.0062
O 2.5795 -0.3018 0.0558
C 0.7633 1.3036 0.0927
O -0.6147 1.1983 -0.0711
H -2.9078 0.1598 0.0390
H -2.4424 -1.3273 -0.6224
H 0.4985 -0.7327 1.0936
H 2.6032 -1.2299 -0.2291
H 1.1424 2.2735 0.3489
*
```

Values from the calculation:
E_LUMO   0.77 eV
ΔE to the lowest compared entry with this formula, charge and spin   3.811 eV
HOMO energy   -8.0600 eV
DFT total energy   -9810.5034 eV
Kohn-Sham gap   8.8 eV
SMILES   Nc1cc(O)co1

Entry 7:
ORCA calculation (ωB97M-V/def2-TZVPD) on a structure of composition C3H2NO4S2.

Geometry as ORCA input:
```
! wB97M-V def2-TZVPD RIJCOSX def2/J DEFGRID3
* xyz -1 1
C -0.7181 1.0421 0.6033
C -2.0502 2.3329 -0.7315
C 0.4109 1.2906 -0.3477
N -1.8817 1.6427 0.2983
O -0.4604 0.2546 1.5388
O -2.8495 2.9436 -1.3326
O -1.9947 -0.9434 -1.3953
O 0.3088 -1.7164 -1.4315
S 0.0084 2.3055 -1.6524
S -0.6760 -0.8249 -0.8590
H 1.3549 0.8926 -0.0727
H -0.7918 -1.1488 0.5978
*
```

Values from the calculation:
E_LUMO   3.12 eV
ΔE to the lowest compared entry with this formula, charge and spin   2.057 eV
HOMO energy   -4.5722 eV
DFT total energy   -34493.5647 eV
Kohn-Sham gap   7.7 eV

Entry 8:
ORCA calculation (ωB97M-V/def2-TZVPD) on a cluster of 10 separate species, C5H30N10O10 in total.

Geometry as ORCA input:
```
! wB97M-V def2-TZVPD RIJCOSX def2/J DEFGRID3
* xyz 0 1
N 0.4606 -1.4811 3.4358
C 0.8664 -0.2820 2.9440
N 2.1241 0.0964 3.2747
O 0.1266 0.4320 2.2609
H -0.4988 -1.7603 3.3510
H 1.0917 -2.1108 3.8966
H 2.2853 1.0862 3.1514
H 2.6922 -0.3855 3.9469
N -4.4282 -2.5095 -0.4788
C -3.2951 -1.9637 -1.0003
N -2.6193 -1.1417 -0.1498
O -2.8680 -2.2827 -2.1015
H -4.8251 -2.0842 0.3379
H -4.8607 -3.3086 -0.8967
H -1.6697 -0.8158 -0.2428
H -2.9508 -1.0124 0.7912
N 2.0784 -5.1489 -1.6095
C 2.2074 -4.2755 -0.5729
N 1.3776 -3.1981 -0.5832
O 3.0005 -4.4740 0.3397
H 2.5674 -6.0161 -1.4819
H 1.2527 -5.1366 -2.1816
H 1.3731 -2.4946 0.1307
H 0.7766 -3.0448 -1.3714
N 0.6398 4.1552 -0.8923
C 0.7199 4.5196 -2.2020
N 1.8531 4.0815 -2.8495
O -0.0870 5.2534 -2.7483
H -0.2175 4.3704 -0.4167
H 1.3425 3.5551 -0.4919
H 2.4434 3.3526 -2.5060
H 2.0066 4.5246 -3.7357
N -2.5950 1.4583 2.5435
C -3.1295 2.4385 1.7602
N -4.3805 2.8366 2.0973
O -2.4885 2.8742 0.8196
H -3.0905 0.8626 3.1823
H -1.6907 1.1088 2.2564
H -4.7786 2.6882 3.0053
H -4.8238 3.5185 1.5089
O 2.1780 -1.3001 -2.9084
H 1.4480 -1.9197 -2.8763
H 2.8259 -1.6517 -2.2919
O -0.9459 -0.4737 -3.3263
H -1.3057 -1.3115 -3.0020
H -0.2667 -0.2344 -2.6878
O 0.4411 0.0746 -0.5441
H 1.3376 0.3032 -0.8276
H 0.4063 0.3612 0.3806
O 3.3068 0.5577 -0.5718
H 3.6770 -0.2929 -0.3121
H 3.9155 0.8970 -1.2368
O 1.6807 2.6286 1.2234
H 0.9956 2.0672 1.6176
H 2.3176 2.0087 0.8418
*
```

Values from the calculation:
E_LUMO   -0.31 eV
ΔE to the lowest compared entry with this formula, charge and spin   1.061 eV
HOMO energy   -8.8060 eV
DFT total energy   -41053.2758 eV
Kohn-Sham gap   8.5 eV
SMILES   NC(N)=O.NC(N)=O.NC(N)=O.NC(N)=O.NC(N)=O.O.O.O.O.O

Among the records above, which one has the lowest ΔE to the lowest compared entry with this formula, charge and spin? C6H27O10

What is the DFT total energy in the fourth record? -27137.9715 eV

Which value of ΔE to the lowest compared entry with this formula, charge and spin does entry 4 give? 0.000 eV